Version i
Formula: C7H7NO2S
Source: the Open Molecules 2025 dataset
Level of theory: wB97M-V/def2-TZVPD

XYZ file:
```
18
C7H7NO2S, DFT wB97M-V/def2-TZVPD
S 1.70428 -0.74166 0.00654
O 2.22083 -0.49491 1.31550
O 1.90061 -2.02325 -0.60020
N 1.62626 2.81719 0.02970
C -0.37942 -1.04448 0.65584
C 1.81288 0.54296 -1.05831
C -1.75363 -0.04434 -0.87254
C -1.66062 0.83766 0.15102
C -0.82648 0.26197 1.23451
C 1.68038 1.77973 -0.47093
C -1.02886 -1.22491 -0.54367
H -2.08269 1.82512 0.20608
H -2.29159 0.10098 -1.79026
H -0.00335 0.92251 1.52306
H -0.94051 -2.09729 -1.16728
H 1.43147 0.33835 -2.03978
H -1.40733 0.08520 2.14552
H -0.00224 -1.84083 1.27519
```

* LUMO (spin up / spin down): -1.9 / -1.9 eV
* multiplicity: 1

Mulliken atomic charge list, values in e, 4 entries: S 0.9644; O -0.5464; O -0.5802; N -0.4853

---

Version ii
Formula: C7H7NO2S
Source: the Open Molecules 2025 dataset
Level of theory: wB97M-V/def2-TZVPD

XYZ file:
```
18
C7H7NO2S, DFT wB97M-V/def2-TZVPD
S 0.68763 -3.35595 -0.77340
O 0.59324 1.60891 0.28437
O -1.09620 -0.80047 2.15579
N -1.34968 -1.28977 0.89811
C -0.02436 0.39191 0.52808
C -0.79951 -0.51742 -0.03938
C 0.55764 -1.83374 -1.76395
C 0.70500 2.24829 1.44749
C -0.71398 -0.94083 -1.43356
C 0.07841 1.60284 2.50290
C -0.08970 0.17709 2.01104
H 1.07031 3.27605 1.49239
H -0.69342 -0.02916 -1.96927
H 0.85807 -0.46995 2.33804
H -0.06970 1.90801 3.55770
H 0.38390 -2.11562 -2.91898
H 1.39983 -1.30249 -1.61384
H -1.60189 -1.57975 -1.70936
```

* LUMO (spin up / spin down): -0.4 / -1.9 eV
* multiplicity: 1

Mulliken atomic charge list, values in e, 4 entries: S -0.0846; O -0.4089; O -0.2222; N -0.3695

---

version i is favored, and the nearest alternative lies 2.746 eV above it.

---

Version i
Formula: C5H13NOP
Source: the Open Molecules 2025 dataset
Level of theory: wB97M-V/def2-TZVPD

XYZ file:
```
21
C5H13NOP, DFT wB97M-V/def2-TZVPD
P -0.31220 -0.21610 0.45784
O 0.81761 0.93298 0.51073
N 0.34139 -1.55093 1.10820
C 1.51989 -1.62279 1.48777
C 0.42909 -1.08606 -2.00952
C 0.56409 2.25257 0.05192
C -0.73410 -0.51166 -1.30949
C -1.78025 0.34956 1.41456
H -1.78060 -1.10316 -1.42423
H 2.14144 -0.71268 1.44860
H 1.10161 -0.15101 -2.14295
H 1.93733 -2.50822 1.94794
H 0.80945 -2.00286 -1.56186
H -1.80121 1.38523 1.17491
H -0.84338 0.47353 -1.61999
H -1.54957 0.10511 2.50504
H -0.07770 2.33847 -0.72995
H 1.51138 2.50408 -0.23469
H 0.08298 2.82177 0.84421
H -2.59951 -0.27448 1.09298
H 0.22229 -1.42334 -3.01202
```

* LUMO: -3.6 eV
* multiplicity: 1
* net charge: +1
* structure (SMILES): C=[N+]=[P@](C)(CC)OC

Mulliken atomic charge list, values in e, 4 entries: P 0.9965; O -0.3470; N -0.3965; C -0.2836

---

Version ii
Formula: C5H13NOP
Source: the Open Molecules 2025 dataset
Level of theory: wB97M-V/def2-TZVPD

XYZ file:
```
21
C5H13NOP, DFT wB97M-V/def2-TZVPD
P 3.60994 -1.00137 -2.17592
O 2.43247 0.31713 -0.06534
N 0.05903 0.39211 0.31859
C -2.28752 -0.20684 0.87300
C -1.19925 -0.22777 -0.19403
C 2.68921 -0.94224 -0.65322
C -2.66439 1.20315 1.32091
C 1.16979 0.41840 -0.61925
H -3.53065 1.15209 1.97451
H 4.67839 -0.23899 -1.71662
H -0.19003 1.35057 0.62393
H 1.02679 0.79240 -1.61260
H -0.98299 -1.25201 -0.50538
H -1.86988 1.68707 1.88616
H -1.51031 0.34250 -1.07139
H 2.10921 -1.77228 -0.27560
H 0.37721 -0.09556 1.16972
H -3.16671 -0.69186 0.44954
H -1.97533 -0.79755 1.73631
H -2.92912 1.82761 0.47125
H 4.15413 -2.25657 -1.93458
```

* LUMO (spin up / spin down): -4.1 / -4.0 eV
* multiplicity: 1
* net charge: +1

Mulliken atomic charge list, values in e, 4 entries: P -0.0359; O -0.3473; N -0.0139; C -0.2974

---

version i is favored, and the nearest alternative lies 3.533 eV above it.

---

Version i
Formula: C6H6OS
Source: the Open Molecules 2025 dataset
Level of theory: wB97M-V/def2-TZVPD

XYZ file:
```
14
C6H6OS, DFT wB97M-V/def2-TZVPD
S 1.65083 -0.72747 -0.01126
O -1.84294 0.69342 -0.00782
C -0.56202 0.69034 0.74233
C -1.95901 -0.51924 -0.58530
C 0.34113 1.66727 -0.12401
C -0.06858 -0.64851 0.75477
C -0.88081 -1.36322 -0.26483
C 1.47837 0.98428 -0.53392
H -0.59491 -2.36627 -0.51479
H -0.81204 1.17176 1.57949
H -0.08680 -0.99676 1.78208
H 0.14595 2.70913 -0.15371
H 2.33582 1.38784 -1.12088
H -2.75228 -0.67894 -1.26373
```

* LUMO: 0.9 eV
* multiplicity: 1
* structure (SMILES): C1=C[C@H]2SC=C[C@H]2O1

Mulliken atomic charge list, values in e, 4 entries: S -0.1659; O -0.4333; C -0.1906; C -0.4697

---

Version ii
Formula: C6H6OS
Source: the Open Molecules 2025 dataset
Level of theory: wB97M-V/def2-TZVPD

XYZ file:
```
14
C6H6OS, DFT wB97M-V/def2-TZVPD
S -2.17619 0.95874 1.22730
O 1.46802 -0.98864 -1.69643
C 0.32682 0.38134 0.73447
C 1.68887 0.32068 0.82753
C -0.41775 -0.19345 -0.40254
C -1.76363 -0.05396 -0.16167
C 0.15047 -0.91263 -1.60639
C -0.51718 0.98882 1.64124
H 2.30423 -0.26828 0.26666
H -0.13099 -2.02265 -1.60532
H -0.39265 -0.38056 -2.48007
H -2.67387 -0.42952 -0.71618
H 2.37486 0.89925 1.47700
H -0.24100 1.70088 2.49441
```

* LUMO (spin up / spin down): -1.6 / -0.3 eV
* multiplicity: 1

Mulliken atomic charge list, values in e, 4 entries: S -0.1111; O -0.4042; C 0.7140; C -1.1789

---

version i is favored, and the nearest alternative lies 2.019 eV above it.